101
Properties=species:S:1:pos:R:3:forces:R:3 method="wB97M-V/def2-TZVPD" total_charge=+1 relative_energy_kcal_mol=0.0 gap_ev=8.75 e_homo_ev=-11.184 lumo_energy_ev=-2.4
Y 0.10027 0.13315 0.82333 -0.01 0.16 -0.02
C 0.80056 -0.70826 3.19101 -0.05 -0.01 0.22
C 0.30174 -1.84944 2.50773 -0.01 -0.07 -0.02
C 1.21145 -2.08244 1.41129 0.06 -0.28 0.14
C 2.21405 -1.07566 1.48736 0.15 -0.11 0.01
C 1.97354 -0.23451 2.59189 0.39 0.16 -0.15
C 2.91058 0.87234 3.04666 -0.03 0.03 -0.02
C 4.22983 0.22470 3.48943 0.00 0.00 -0.01
C 3.18237 1.83154 1.87752 -0.04 -0.08 0.08
C 2.34109 1.66352 4.22634 0.05 -0.05 -0.04
C 1.28319 -3.17439 0.33637 -0.12 0.08 -0.14
C 0.14124 -3.01459 -0.68570 0.11 -0.05 0.16
C 1.28053 -4.57941 0.94721 -0.02 0.01 -0.04
C 2.58959 -3.05383 -0.46194 -0.02 -0.11 0.06
C -0.85836 -2.64948 3.12700 0.06 -0.12 0.02
C -1.68299 -1.77762 4.08929 0.06 -0.03 0.01
C -1.85563 -3.23564 2.12503 0.00 0.04 -0.02
C -0.24752 -3.77255 3.98629 0.02 0.02 -0.02
H 0.36344 -0.30256 4.09132 -0.01 -0.01 0.02
H 3.06825 -1.01242 0.82992 0.01 0.03 0.06
H 4.66896 -0.36374 2.68296 0.01 0.00 0.00
H 4.06422 -0.43777 4.34041 0.01 -0.01 -0.01
H 4.94921 0.99016 3.78630 0.00 0.00 0.00
H 3.65883 1.31455 1.04227 -0.01 0.01 -0.02
H 3.84476 2.64020 2.18993 0.00 0.02 -0.02
H 2.25026 2.29580 1.52781 0.03 0.03 -0.01
H 2.07102 1.00769 5.05540 -0.01 0.00 0.00
H 1.47510 2.26274 3.94039 -0.03 0.01 0.02
H 3.09741 2.35832 4.59366 -0.01 0.02 0.01
H -0.83010 -2.88719 -0.21206 -0.08 -0.03 0.02
H 0.08749 -3.89335 -1.33228 -0.03 0.05 -0.06
H 0.32486 -2.14766 -1.33331 0.00 -0.01 -0.01
H 0.32840 -4.84692 1.39439 0.00 0.00 -0.01
H 2.05494 -4.66222 1.71142 0.00 -0.01 0.00
H 1.49474 -5.31197 0.16657 0.00 -0.01 0.01
H 2.68377 -2.08671 -0.95890 0.02 0.01 -0.01
H 2.59848 -3.82252 -1.23674 0.01 0.01 -0.01
H 3.46121 -3.21256 0.17458 0.02 0.03 -0.02
H -2.11170 -0.91297 3.58557 0.00 0.02 -0.03
H -1.09730 -1.45159 4.94943 -0.01 0.02 0.01
H -2.50474 -2.37926 4.47938 0.00 0.02 0.00
H -2.32616 -2.44093 1.54285 -0.01 -0.03 -0.04
H -2.64556 -3.75312 2.67215 0.01 0.00 0.00
H -1.40966 -3.96167 1.45204 0.00 -0.01 -0.03
H 0.41959 -3.34624 4.73788 0.00 -0.02 0.01
H 0.32428 -4.48823 3.40088 -0.01 0.02 0.01
H -1.04228 -4.31364 4.50341 0.00 0.00 0.00
C -2.36609 2.30581 3.65957 -0.02 -0.05 -0.06
C -1.84448 2.28876 2.23507 0.24 0.26 0.04
C -1.96867 3.63622 1.55342 0.10 -0.04 0.09
O -0.39964 1.97066 2.27976 -0.24 -0.21 -0.30
C -2.55338 1.20328 1.40078 -0.21 0.28 0.11
O -3.59285 1.48654 0.85509 -0.07 -0.32 -0.05
O -1.92746 0.05448 1.36688 -0.46 0.05 -0.24
H -1.83396 3.06560 4.23350 -0.02 0.00 0.03
H -2.23897 1.33058 4.13662 0.00 0.01 0.01
H -3.42856 2.54339 3.65961 0.00 0.01 0.00
H -1.49901 4.40822 2.16206 0.01 0.01 -0.02
H -3.02004 3.86853 1.40610 -0.01 0.01 0.00
H -1.48801 3.60983 0.57407 0.00 0.04 0.00
H -0.23285 1.49196 3.10560 0.06 0.14 0.07
C 0.20570 4.25103 -1.95310 -0.05 0.02 -0.01
Si -1.08822 3.21688 -2.82339 0.01 -0.15 0.03
C -2.80369 3.50595 -2.14634 0.05 -0.02 0.06
C -1.02293 3.54890 -4.65887 0.02 -0.01 0.05
Sb -0.53778 0.74613 -2.28941 0.14 0.15 0.19
Si 1.72574 0.34491 -3.45439 -0.15 0.04 -0.07
C 3.03538 0.67708 -2.14979 -0.02 -0.01 -0.07
C 1.96931 1.55180 -4.85708 0.00 -0.06 -0.02
C 1.80864 -1.41937 -4.06388 0.02 0.04 0.04
Si -2.51553 -0.57779 -3.32998 0.15 0.07 0.15
C -2.83344 0.09497 -5.03738 0.01 -0.07 0.01
C -2.03213 -2.37905 -3.36435 -0.02 0.04 -0.06
C -3.93330 -0.28059 -2.16520 0.02 0.03 0.01
H -0.01793 5.30879 -2.11776 0.04 0.01 0.02
H 1.20400 4.05701 -2.35048 0.00 -0.01 -0.01
H 0.23113 4.07977 -0.87607 0.00 0.00 0.02
H -2.99708 4.57753 -2.04894 0.00 0.00 -0.01
H -2.93238 3.04417 -1.16534 -0.08 0.02 -0.02
H -3.56370 3.09316 -2.81252 0.01 -0.02 -0.01
H -1.49860 4.51305 -4.85727 0.00 0.01 -0.01
H -1.54652 2.78958 -5.23892 -0.02 0.01 -0.01
H 0.00604 3.60160 -5.01249 -0.02 0.01 -0.04
H 3.21201 1.75099 -2.05925 -0.02 0.00 0.08
H 3.97990 0.20823 -2.43847 0.01 0.02 0.01
H 2.76160 0.28605 -1.16712 0.04 -0.01 0.02
H 1.98862 2.57957 -4.49109 0.00 0.00 -0.01
H 1.18543 1.46907 -5.61086 0.00 0.00 -0.01
H 2.92771 1.35401 -5.34474 0.00 0.00 0.00
H 1.91214 -2.12775 -3.24006 -0.03 -0.02 -0.03
H 2.68101 -1.52737 -4.71371 0.01 -0.04 0.01
H 0.92478 -1.69018 -4.64202 0.02 0.00 -0.04
H -1.94704 0.03671 -5.67107 -0.01 0.01 -0.02
H -3.17362 1.13024 -5.00338 0.00 0.01 -0.01
H -3.62328 -0.50230 -5.50133 0.00 0.03 -0.04
H -1.05043 -2.53723 -3.81161 -0.01 -0.04 0.01
H -2.76482 -2.93786 -3.95260 0.00 -0.01 0.01
H -2.02773 -2.79097 -2.35484 0.02 -0.02 -0.01
H -4.12494 0.78340 -2.02027 -0.02 -0.01 0.02
H -3.71732 -0.70502 -1.18309 -0.03 0.03 0.03
H -4.85005 -0.74060 -2.54331 0.02 -0.02 -0.03